Entry i
Below is a cluster of 2 separate species, C4H9NO3 in total, with properties calculated with the ωB97M-V functional and the def2-TZVPD basis.

Structure (XYZ):
```
17
Properties=species:S:1:pos:R:3:nbo_charge:R:1
C 1.93 0.05 0.85 -0.645
C 1.02 0.30 -0.31 -0.067
C 1.43 0.41 -1.57 -0.353
O -0.96 -1.11 0.46 -0.576
H -1.03 -1.08 1.43 0.501
H 1.78 0.81 1.63 0.232
H 2.97 0.07 0.54 0.216
H 1.72 -0.92 1.30 0.208
H 2.48 0.31 -1.82 0.191
H 0.73 0.59 -2.37 0.224
C -0.47 0.44 0.00 0.753
N -2.76 -0.98 -0.11 -0.382
O -0.63 1.18 1.18 -0.747
O -1.27 0.72 -0.95 -0.788
H -1.52 1.55 1.15 0.491
H -2.61 -1.94 -0.43 0.345
H -2.81 -0.42 -0.97 0.398
```

Results
- Frontier orbital gap (alpha / beta): 7.728 / 7.727 eV
- Molecular weight: 119.12 g mol⁻¹
- LUMO energy (alpha / beta): -1.59 / -1.59 eV
- Spin multiplicity: 1

---

Entry ii
Below is the molecule C4H9NO3, with properties calculated with the ωB97M-V functional and the def2-TZVPD basis.

Structure (XYZ):
```
17
Properties=species:S:1:pos:R:3:nbo_charge:R:1
C 1.74 -0.92 -0.64 -0.615
C 0.43 -0.13 -0.47 -0.334
C 0.59 1.18 0.31 -0.051
C -0.53 -0.94 0.49 0.653
H 2.07 -1.03 0.41 0.235
H 2.39 -0.11 -1.18 0.207
H 1.76 -1.91 -1.15 0.236
H -0.18 0.10 -1.30 0.223
H 1.18 1.84 -0.30 0.185
H 1.17 0.98 1.21 0.177
H -1.28 1.56 1.09 0.466
H -2.47 -0.65 0.98 0.370
H -2.19 0.67 -0.86 0.465
N -1.87 -0.93 0.23 -0.330
O -0.55 1.95 0.57 -0.729
O -0.04 -1.36 1.55 -0.606
O -2.22 -0.30 -0.93 -0.553
```

Results
- Frontier orbital gap: 10.212 eV
- SMILES: C[C@H](CO)C(=O)NO
- Molecular weight: 119.12 g mol⁻¹
- LUMO energy: 0.42 eV
- Spin multiplicity: 1

---

Which of them is the most stable? Correct choice: entry ii.

---

Entry i
Below is a cluster of 2 separate species, C4H9NO3 in total, with properties calculated with the ωB97M-V functional and the def2-TZVPD basis.

Structure (XYZ):
```
17
Properties=species:S:1:pos:R:3:nbo_charge:R:1
C 0.87 -0.43 0.81 0.520
C -1.15 0.25 -1.69 -0.391
C -1.10 1.57 -1.54 -0.379
C -0.30 0.57 0.93 0.423
N 0.41 -1.80 0.81 -0.880
O 1.60 -0.13 -0.33 -0.715
O 1.66 -0.20 1.95 -0.717
O -1.35 0.28 1.44 -0.552
H 2.51 -0.43 -0.20 0.490
H 1.53 -0.95 2.55 0.495
H -0.53 -1.84 1.21 0.387
H 0.36 -2.17 -0.13 0.382
H -2.02 -0.32 -1.42 0.199
H -0.36 -0.28 -2.20 0.203
H -1.91 2.13 -1.10 0.200
H -0.24 2.14 -1.87 0.199
H 0.03 1.62 0.77 0.135
```

Results
- Frontier orbital gap: 10.340 eV
- SMILES: NC(O)(O)C=O.C=C
- Molecular weight: 119.12 g mol⁻¹
- LUMO energy: 0.76 eV
- Spin multiplicity: 1

---

Entry ii
Below is the molecule C4H9NO3, with properties calculated with the ωB97M-V functional and the def2-TZVPD basis.

Structure (XYZ):
```
17
Properties=species:S:1:pos:R:3:nbo_charge:R:1
C 1.34 0.23 -0.49 -0.169
C -1.89 -0.62 -0.34 -0.427
C -1.46 1.49 0.72 -0.427
N -0.96 0.48 -0.17 -0.163
C 2.49 -0.72 -0.21 0.770
O 0.26 -0.05 0.37 -0.412
O 2.11 -1.85 0.36 -0.667
O 3.63 -0.48 -0.51 -0.592
H 2.87 -2.43 0.53 0.499
H 1.04 0.10 -1.54 0.212
H 1.70 1.26 -0.37 0.199
H -2.78 -0.24 -0.83 0.205
H -1.42 -1.38 -0.97 0.210
H -2.17 -1.09 0.62 0.175
H -1.73 1.09 1.71 0.174
H -0.70 2.26 0.85 0.208
H -2.34 1.94 0.27 0.205
```

Results
- Frontier orbital gap: 9.986 eV
- SMILES: CN(C)OCC(=O)O
- Molecular weight: 119.12 g mol⁻¹
- LUMO energy: 0.76 eV
- Spin multiplicity: 1

---

Entry iii
Below is the molecule C4H9NO3, with properties calculated with the ωB97M-V functional and the def2-TZVPD basis.

Structure (XYZ):
```
17
Properties=species:S:1:pos:R:3:nbo_charge:R:1
C 0.55 -0.39 0.38 0.417
C 0.75 0.88 -0.45 -0.560
C 0.03 -1.68 -0.20 -0.950
C -0.41 1.25 -1.35 0.807
N -0.56 -0.22 1.47 -0.848
O 1.74 -0.58 1.10 -0.727
O -1.58 1.40 -0.64 -0.730
O -0.36 1.41 -2.53 -0.563
H 1.81 -1.53 1.24 0.490
H -2.27 1.62 -1.28 0.505
H -1.35 0.35 1.15 0.425
H -0.19 0.11 2.36 0.410
H 1.61 0.71 -1.09 0.261
H 0.97 1.74 0.19 0.235
H 0.79 -2.22 -0.77 0.205
H -0.70 -1.37 1.27 0.431
H -0.83 -1.50 -0.85 0.192
```

Results
- Frontier orbital gap: 7.841 eV
- Molecular weight: 119.12 g mol⁻¹
- LUMO energy: 0.47 eV
- Spin multiplicity: 1

---

Which of them is the most stable? Correct choice: entry i.

---

Entry i
Below is the molecule C4H9NO3, with properties calculated with the ωB97M-V functional and the def2-TZVPD basis.

Structure (XYZ):
```
17
Properties=species:S:1:pos:R:3:nbo_charge:R:1
C 0.62 -0.22 0.48 -0.171
C -0.09 -1.19 1.58 0.771
C -0.42 0.51 -0.33 0.127
C -0.07 1.71 -1.12 -0.648
H 1.13 -1.43 -1.24 0.413
H 1.82 -1.88 0.38 0.409
H 1.05 0.60 1.19 0.193
H -1.24 0.96 0.41 0.150
H -1.86 -0.71 -1.70 0.491
H 0.76 1.45 -1.81 0.233
H -0.97 2.21 -1.77 0.235
H 0.47 2.29 -0.39 0.223
H -1.19 0.33 1.77 0.471
N 1.55 -1.01 -0.19 -0.863
O 0.12 -2.44 1.65 -0.584
O -0.72 -0.64 -1.33 -0.779
O -0.96 -0.52 2.42 -0.671
```

Results
- Frontier orbital gap: 9.284 eV
- SMILES: C[C@@H](O)[C@H](N)C(=O)O
- Molecular weight: 119.12 g mol⁻¹
- LUMO energy: 0.10 eV
- Spin multiplicity: 1

---

Entry ii
Below is a structure of composition C4H9NO3, with properties calculated with the ωB97M-V functional and the def2-TZVPD basis.

Structure (XYZ):
```
17
Properties=species:S:1:pos:R:3:nbo_charge:R:1
O -0.53 -2.07 -1.21 -0.555
C 0.30 -1.19 -1.46 0.624
O 1.56 -1.36 -2.06 -0.584
C 0.19 0.18 -0.79 -0.146
C 0.27 -0.26 0.69 -0.432
C 0.16 0.68 1.87 -0.058
O -0.39 1.95 1.52 -0.734
N -1.13 0.83 -1.00 -0.844
H 1.33 -1.77 -1.04 0.497
H 1.08 0.77 -1.02 0.229
H 1.18 -0.91 0.78 0.196
H -0.48 -1.04 0.74 0.223
H 1.07 0.87 2.38 0.180
H -0.47 0.19 2.63 0.161
H -1.05 1.85 0.82 0.492
H -1.82 0.06 -0.92 0.374
H -1.28 1.21 -1.93 0.376
```

Results
- Frontier orbital gap: 10.359 eV
- Molecular weight: 119.12 g mol⁻¹
- LUMO energy: 0.40 eV
- Spin multiplicity: 1

---

Entry iii
Below is a cluster of 3 separate species, C4H9NO3 in total, with properties calculated with the ωB97M-V functional and the def2-TZVPD basis.

Structure (XYZ):
```
17
Properties=species:S:1:pos:R:3:nbo_charge:R:1
C 0.60 1.47 -0.16 -0.352
C 0.66 0.17 0.37 0.554
N -0.55 -0.29 1.09 -0.656
C -1.82 0.09 0.65 -0.342
C -2.36 -0.61 -0.62 0.417
O -3.23 -0.19 -1.33 -0.507
O 1.57 -0.65 0.40 -0.646
H -0.20 2.16 0.09 0.226
H 1.38 1.94 -0.76 0.250
H -0.28 0.17 -1.46 0.124
H -0.38 -1.23 1.42 0.406
H -2.59 -0.06 1.41 0.238
H -1.93 1.15 0.31 0.221
H -1.95 -1.69 -0.81 0.103
H 3.13 -0.09 -0.09 0.485
H 4.50 -0.78 0.07 0.463
O 4.10 0.04 -0.24 -0.983
```

Results
- Frontier orbital gap: 7.471 eV
- Molecular weight: 119.12 g mol⁻¹
- LUMO energy: -2.19 eV
- Spin multiplicity: 1

---

Which of them is the most stable? Correct choice: entry ii.

---

Entry i
Below is the molecule C4H9NO3, with properties calculated with the ωB97M-V functional and the def2-TZVPD basis.

Structure (XYZ):
```
17
Properties=species:S:1:pos:R:3:nbo_charge:R:1
C -0.42 -1.49 0.71 -0.092
O -0.19 -2.12 -0.58 -0.740
C 0.07 -0.07 1.06 -0.044
C -0.76 1.08 0.21 -0.561
C -0.22 1.33 -1.17 0.784
O 0.30 0.21 -1.80 -0.739
O -0.21 2.38 -1.73 -0.554
N 1.53 0.26 0.88 -0.860
H -0.06 -2.29 1.40 0.189
H -1.50 -1.48 0.87 0.162
H -0.23 0.23 2.07 0.205
H -1.83 0.68 0.28 0.257
H -1.06 1.97 0.76 0.259
H 0.72 0.43 -2.66 0.515
H 2.25 -0.54 0.82 0.379
H -0.08 -1.42 -1.24 0.488
H 1.71 0.84 0.11 0.351
```

Results
- Frontier orbital gap: 9.910 eV
- SMILES: N[C@H](CO)CC(=O)O
- Molecular weight: 119.12 g mol⁻¹
- LUMO energy: 0.52 eV
- Spin multiplicity: 1

---

Entry ii
Below is a cluster of 2 separate species, C4H9NO3 in total, with properties calculated with the ωB97M-V functional and the def2-TZVPD basis.

Structure (XYZ):
```
17
Properties=species:S:1:pos:R:3:nbo_charge:R:1
O -0.87 1.48 2.62 -0.609
C -1.01 0.55 1.85 0.521
N -0.19 0.36 0.79 -0.614
C -0.45 -0.73 -0.13 -0.213
C 0.80 -1.45 -0.60 -0.541
C 0.71 -2.03 -1.97 0.456
O 1.26 -1.69 -2.97 -0.487
H -1.79 -0.18 2.09 0.134
H 0.51 1.01 0.47 0.405
H -1.10 -0.51 -0.99 0.194
H -1.14 -1.42 0.39 0.204
H 1.29 -2.10 0.14 0.245
H 1.61 -0.69 -0.60 0.217
H 0.00 -2.91 -1.96 0.088
H 0.57 3.38 -0.39 0.465
H -0.20 3.16 0.99 0.485
O 0.01 3.78 0.29 -0.951
```

Results
- Frontier orbital gap: 10.869 eV
- SMILES: O=CCCNC=O.O
- Molecular weight: 119.12 g mol⁻¹
- LUMO energy: 0.53 eV
- Spin multiplicity: 1

---

Which of them is the most stable? Correct choice: entry ii.

---

Entry i
Below is a cluster of 2 separate species, C4H9NO3 in total, with properties calculated with the ωB97M-V functional and the def2-TZVPD basis.

Structure (XYZ):
```
17
Properties=species:S:1:pos:R:3:nbo_charge:R:1
C -0.80 0.81 2.01 0.563
N -0.24 1.23 0.87 -0.441
C 0.89 2.09 0.61 -0.389
C -0.93 0.96 -0.42 -0.346
C -1.43 -0.42 -0.44 0.384
O -1.65 -1.10 -1.43 -0.537
O -1.72 0.04 2.15 -0.606
H -0.09 1.21 2.95 0.092
H 1.77 1.52 0.69 0.205
H 0.82 2.67 -0.18 0.206
H 0.97 2.79 1.43 0.206
H -0.31 1.07 -1.38 0.248
H -1.92 1.57 -0.54 0.237
H -1.75 -0.95 0.49 0.179
H 1.59 -4.46 -1.72 0.467
H 2.48 -4.22 -2.89 0.464
O 2.33 -4.82 -2.18 -0.931
```

Results
- Frontier orbital gap: 9.756 eV
- SMILES: CN(C=O)CC=O.O
- Molecular weight: 119.12 g mol⁻¹
- LUMO energy: 0.46 eV
- Spin multiplicity: 1

---

Entry ii
Below is the molecule C4H9NO3, with properties calculated with the ωB97M-V functional and the def2-TZVPD basis.

Structure (XYZ):
```
17
Properties=species:S:1:pos:R:3:nbo_charge:R:1
C -0.67 -0.76 0.30 0.048
C 0.60 0.30 0.79 -0.482
C 1.97 -0.35 0.70 -0.621
N -1.57 0.89 -1.21 -0.344
C -1.83 0.14 -0.10 0.605
O -0.34 0.81 -1.85 -0.567
O -0.25 -1.62 -0.69 -0.703
O -2.86 0.26 0.53 -0.593
H 0.36 1.10 -1.09 0.491
H -0.07 -1.09 -1.49 0.487
H -2.24 1.58 -1.52 0.396
H -0.95 -1.37 1.16 0.212
H 0.61 1.37 0.57 0.198
H 0.31 0.37 1.84 0.227
H 1.93 -1.39 1.05 0.223
H 2.31 -0.39 -0.33 0.204
H 2.69 0.15 1.35 0.218
```

Results
- Frontier orbital gap: 10.220 eV
- SMILES: CC[C@H](O)C(=O)NO
- Molecular weight: 119.12 g mol⁻¹
- LUMO energy: 0.60 eV
- Spin multiplicity: 1

---

Which of them is the most stable? Correct choice: entry i.

---

Entry i
Below is a structure of composition C5H8O2, with properties calculated with the ωB97M-V functional and the def2-TZVPD basis.

Structure (XYZ):
```
15
Properties=species:S:1:pos:R:3:nbo_charge:R:1
O -1.45 0.26 -1.58 -0.700
C -0.74 -0.47 -0.64 0.104
C 0.82 -0.52 -0.96 -0.558
C 1.31 0.33 0.16 0.109
C 0.59 -0.23 1.37 -0.523
C -0.70 0.27 0.71 0.068
O -0.33 1.61 0.35 -0.702
H -1.27 1.19 -1.33 0.491
H -1.17 -1.48 -0.59 0.188
H 1.20 -1.55 -0.83 0.239
H 1.04 -0.17 -1.97 0.237
H 0.88 1.55 0.23 0.406
H 0.63 -1.32 1.47 0.213
H 0.82 0.27 2.31 0.230
H -1.65 0.26 1.27 0.197
```

Results
- Frontier orbital gap (alpha / beta): 8.458 / 8.458 eV
- Molecular weight: 100.12 g mol⁻¹
- LUMO energy (alpha / beta): -0.53 / -0.53 eV
- Spin multiplicity: 1

---

Entry ii
Below is the molecule C5H8O2, with properties calculated with the ωB97M-V functional and the def2-TZVPD basis.

Structure (XYZ):
```
15
Properties=species:S:1:pos:R:3:nbo_charge:R:1
O 2.33 0.20 -0.34 -0.702
C 1.21 0.34 0.50 0.111
C 0.06 1.29 0.05 -0.451
C -0.88 0.10 0.08 0.259
O -2.20 0.14 0.50 -0.694
C -0.49 -1.12 -0.67 -0.464
C 0.20 -0.82 0.64 -0.272
H 2.07 -0.32 -1.11 0.463
H 1.62 0.63 1.48 0.187
H -0.21 1.98 0.86 0.221
H 0.20 1.84 -0.89 0.205
H -2.75 0.29 -0.28 0.472
H -1.40 -1.70 -0.52 0.239
H 0.03 -1.18 -1.63 0.201
H 0.17 -1.50 1.48 0.225
```

Results
- Frontier orbital gap: 10.614 eV
- SMILES: O[C@H]1C[C@@]2(O)C[C@@H]12
- Molecular weight: 100.12 g mol⁻¹
- LUMO energy: 0.80 eV
- Spin multiplicity: 1

---

Entry iii
Below is the molecule C5H8O2, with properties calculated with the ωB97M-V functional and the def2-TZVPD basis.

Structure (XYZ):
```
15
Properties=species:S:1:pos:R:3:nbo_charge:R:1
C -0.29 1.28 -1.06 -0.625
C 0.25 0.22 -0.08 0.135
O 1.64 0.39 0.14 -0.690
C -0.40 0.38 1.31 -0.052
O 0.06 -0.54 2.25 -0.700
C -0.01 -1.16 -0.57 -0.045
C -0.17 -2.30 -0.93 -0.239
H -0.92 2.02 -0.55 0.218
H -0.87 0.86 -1.88 0.224
H 0.57 1.81 -1.47 0.230
H 2.10 0.04 -0.64 0.472
H -1.50 0.34 1.19 0.164
H -0.13 1.38 1.68 0.193
H -0.01 -1.42 1.86 0.472
H -0.31 -3.30 -1.26 0.245
```

Results
- Frontier orbital gap: 11.088 eV
- SMILES: C#C[C@](C)(O)CO
- Molecular weight: 100.12 g mol⁻¹
- LUMO energy: 0.83 eV
- Spin multiplicity: 1

---

Which of them is the most stable? Correct choice: entry ii.

---

Entry i
Below is the molecule C6H16N2, with properties calculated with the ωB97M-V functional and the def2-TZVPD basis.

Structure (XYZ):
```
24
Properties=species:S:1:pos:R:3:nbo_charge:R:1
C 1.04 0.03 -0.01 0.128
C 1.39 1.38 -0.64 -0.666
C 1.60 0.00 1.42 -0.632
N 1.64 -1.03 -0.81 -0.866
H -0.65 0.81 -0.88 0.403
H 1.68 -0.82 -1.81 0.364
H 2.56 -1.32 -0.52 0.363
H 2.47 1.52 -0.72 0.229
H 0.93 2.20 -0.07 0.210
H 0.98 1.46 -1.65 0.212
H 1.41 -0.96 1.91 0.219
H 1.15 0.79 2.03 0.215
H 2.69 0.15 1.43 0.205
C -2.72 0.93 -0.40 -0.425
C -0.90 -1.85 0.28 -0.623
C -0.74 -0.34 0.19 -0.043
N -1.59 0.15 -0.88 -0.655
H -0.95 0.12 1.16 0.165
H -2.91 1.01 0.67 0.179
H -2.63 1.98 -0.74 0.189
H -3.62 0.52 -0.86 0.198
H -1.91 -2.10 0.61 0.206
H -0.74 -2.32 -0.69 0.225
H -0.19 -2.30 0.98 0.201
```

Results
- Frontier orbital gap: 9.597 eV
- SMILES: CN[C@@H](C)C(C)(C)N
- Molecular weight: 116.21 g mol⁻¹
- LUMO energy: 0.91 eV
- Spin multiplicity: 1

---

Entry ii
Below is a cluster of 2 separate species, C6H16N2 in total, with properties calculated with the ωB97M-V functional and the def2-TZVPD basis.

Structure (XYZ):
```
24
Properties=species:S:1:pos:R:3:nbo_charge:R:1
C -1.77 -0.68 0.58 0.075
C -1.69 -2.01 -0.09 -0.650
C -2.34 0.42 -0.26 -0.647
C -1.37 -0.48 1.83 -0.466
N 0.94 -0.26 -0.99 -0.856
H 1.66 -0.97 -1.01 0.348
H 0.75 -0.01 -1.96 0.352
H -0.97 -1.95 -0.92 0.233
H -2.66 -2.30 -0.48 0.209
H -1.36 -2.78 0.61 0.211
H 0.80 0.24 1.53 0.379
H -1.70 0.57 -1.13 0.216
H -3.33 0.15 -0.62 0.213
H -2.40 1.36 0.30 0.213
H -0.98 -1.28 2.44 0.195
H -1.45 0.48 2.31 0.196
C 2.71 1.50 -0.87 -0.624
C 1.43 0.91 -0.26 0.108
N 1.66 0.61 1.13 -0.837
H 2.37 -0.11 1.21 0.342
H 0.63 1.66 -0.31 0.172
H 3.04 2.35 -0.28 0.220
H 3.50 0.75 -0.87 0.195
H 2.54 1.82 -1.89 0.203
```

Results
- Frontier orbital gap: 10.085 eV
- SMILES: C=C(C)C.CC(N)N
- Molecular weight: 116.21 g mol⁻¹
- LUMO energy: 0.99 eV
- Spin multiplicity: 1

---

Which of them is the most stable? Correct choice: entry ii.